ORCA calculation (ωB97M-V with the def2-TZVPD basis set) on 3 unconnected molecules or ions with the total composition C17H34BN3O6.

Summary:
LUMO level = -0.484 eV
HOMO-LUMO gap = 0.3053 Eh
SMILES string = CCB(O)C1=C(N=C(C)C)C(=O)OC1=O.COC[C@@H](C)N.COC[C@@H](C)N

```
61
Properties=species:S:1:pos:R:3:forces:R:3:mulliken_charge:R:1
C -1.18748 -0.30426 3.61926 -0.14 -0.04 0.12 -0.9533
C -1.77689 1.00914 3.06878 0.24 -0.07 0.05 -0.4464
B -1.67117 1.17740 1.51065 -0.09 0.06 0.17 0.4026
O -1.26481 2.35057 0.93576 0.30 -0.30 0.00 -0.5646
C -1.98081 -0.02375 0.55581 -0.24 0.20 -0.24 0.4163
C -1.17922 -0.56637 -0.37910 -0.23 -0.18 -0.29 -0.0208
N 0.05528 -0.18872 -0.80414 0.20 -0.08 0.49 -0.4672
C 0.26824 0.85274 -1.49565 0.03 0.04 -0.23 0.9959
C -0.82436 1.64885 -2.15770 0.06 0.23 -0.05 -1.2594
C 1.68414 1.32038 -1.63967 -0.10 -0.16 -0.10 -1.2025
C -1.78554 -1.88440 -0.79776 0.16 -0.01 0.40 0.5296
O -1.26409 -2.81598 -1.31819 -0.07 0.02 -0.39 -0.5588
O -3.07084 -1.90662 -0.32808 0.02 0.09 0.05 -0.3532
C -3.23197 -0.80506 0.53166 0.15 0.04 -0.20 0.3039
O -4.28610 -0.58277 1.03086 -0.09 -0.06 0.25 -0.5621
H -1.31621 -1.14013 2.92921 0.02 0.02 -0.01 0.1594
H -0.12209 -0.20250 3.82647 0.03 -0.03 -0.12 0.3328
H -1.66511 -0.59499 4.55544 0.02 0.05 0.01 0.3235
H -2.84042 1.06576 3.33082 -0.01 0.00 -0.10 0.2836
H -1.29386 1.85707 3.56850 -0.13 0.03 0.05 0.3613
H -0.86992 2.93520 1.59035 -0.19 0.21 0.02 0.2765
H -1.44541 2.14280 -1.41116 -0.02 -0.09 -0.01 0.2780
H -1.45187 0.99871 -2.76866 -0.04 -0.03 0.06 0.3532
H -0.40310 2.41923 -2.80122 0.00 -0.03 -0.02 0.3551
H 1.85362 1.83597 -2.58235 -0.03 0.01 0.00 0.3179
H 2.36778 0.47836 -1.56097 0.03 0.04 0.14 0.3812
H 1.86567 2.01742 -0.81617 0.15 0.06 -0.09 0.3078
C 4.89194 5.04769 0.07348 -0.04 -0.03 0.04 -0.7108
O 3.60881 4.90277 -0.50483 0.04 -0.01 0.00 -0.3061
C 3.30033 5.81314 -1.54344 -0.10 0.04 -0.03 -0.7316
C 3.81848 5.40379 -2.92818 0.13 -0.07 0.03 0.3606
C 5.31419 5.62457 -3.12299 0.01 0.04 -0.03 -1.4916
N 3.49558 4.01038 -3.24876 -0.12 0.10 0.11 -0.6864
H 5.19322 6.09919 0.10870 0.01 0.00 0.00 0.3225
H 5.65276 4.47888 -0.46641 0.02 0.04 -0.01 0.2563
H 4.83526 4.66490 1.09173 -0.01 0.00 0.00 0.2365
H 2.20807 5.84289 -1.58329 0.00 -0.02 0.02 0.3329
H 3.64737 6.82078 -1.27896 0.04 -0.01 -0.02 0.4353
H 3.29269 6.03740 -3.64955 -0.02 0.01 0.02 0.4178
H 5.90044 4.86596 -2.60351 -0.01 0.00 0.02 0.2749
H 5.56494 5.55916 -4.18098 -0.01 -0.03 0.00 0.3766
H 5.62202 6.60609 -2.75802 0.00 0.00 0.01 0.3588
H 2.48693 3.89603 -3.21679 0.00 -0.01 -0.09 0.2422
H 3.84362 3.43385 -2.48671 0.04 -0.03 -0.06 0.3337
C -2.93643 -8.07712 1.39309 0.04 -0.03 -0.03 -0.6455
O -2.26323 -7.27811 0.44390 -0.02 -0.01 0.05 -0.4110
C -2.88695 -6.04471 0.13203 0.02 0.06 -0.11 -0.8534
C -2.58159 -4.90459 1.10739 0.09 -0.03 0.16 1.2397
C -3.32629 -5.00511 2.43465 -0.02 0.04 0.01 -1.6381
N -1.14751 -4.75377 1.37166 0.01 -0.03 -0.12 -0.6556
H -4.02279 -7.97942 1.29549 -0.01 0.00 0.01 0.2985
H -2.65147 -7.82888 2.41906 -0.04 0.02 0.01 0.2248
H -2.65972 -9.11387 1.20228 0.00 0.00 0.00 0.2641
H -2.49957 -5.76219 -0.84956 0.03 -0.03 0.01 0.3308
H -3.97143 -6.18863 0.03179 0.00 0.02 0.04 0.4396
H -2.90250 -3.98736 0.61273 -0.13 -0.11 -0.03 -0.2387
H -2.88785 -5.76317 3.08522 0.00 -0.01 -0.02 0.3449
H -3.27309 -4.05370 2.96453 0.03 -0.01 0.00 0.3510
H -4.37908 -5.25028 2.28198 0.00 -0.01 0.00 0.3408
H -0.66713 -4.56022 0.49749 -0.01 0.06 0.02 0.2883
H -0.78349 -5.65040 1.68201 0.00 0.03 0.05 0.3076
```
Forces are in eV/Å.

---

ORCA calculation (ωB97M-V with the def2-TZVPD basis set) on a gas-phase ion, CH5N2O (charge -1) at a distorted geometry.

Summary:
ΔE to the lowest compared entry with this formula, charge and spin = 94.8 kcal/mol
LUMO level = 5.012 eV
HOMO-LUMO gap = 0.2463 Eh
Net charge = -1
SMILES string = CN(N)[O-]

```
9
Properties=species:S:1:pos:R:3:forces:R:3:mulliken_charge:R:1
C -0.65920 -0.90203 -0.06588 1.00 -1.23 -5.28 -0.7242
N 0.41983 0.00223 -0.35714 3.36 0.45 1.13 -0.1027
N 0.14299 1.34588 0.12132 0.53 1.14 1.28 -0.6412
O 1.65346 -0.47516 0.43053 -2.38 1.02 -1.25 -0.8661
H -1.20789 -0.79174 0.79380 -1.50 0.57 2.14 0.4167
H -1.23543 -0.92119 -1.10214 -0.15 0.37 2.25 0.1986
H -0.23389 -1.91067 -0.15723 0.15 0.25 0.63 0.2461
H 0.86026 1.50732 0.90908 -1.30 -0.55 -1.58 0.2859
H 0.25987 2.14535 -0.57233 0.28 -2.02 0.67 0.1869
```
Forces are in eV/Å.

---

ORCA calculation (ωB97M-V with the def2-TZVPD basis set) on 2 unconnected molecules or ions with the total composition C10H17BF4I2NO4 at a distorted geometry.

Summary:
LUMO level = -4.291 eV
HOMO-LUMO gap = 0.2839 Eh
Net charge = +1

```
39
Properties=species:S:1:pos:R:3:forces:R:3:mulliken_charge:R:1
C 0.79906 2.46027 0.49582 1.07 -0.84 -0.10 -0.6877
B 0.03127 2.45622 -0.90905 1.49 3.98 0.78 0.6402
O 0.16497 3.62977 -1.73475 0.02 -3.38 0.62 -0.5809
N -0.87233 1.36178 -1.48226 1.24 -1.10 -0.76 0.0900
C -2.35873 1.63607 -1.46097 -1.93 0.88 -0.50 -1.0860
I -2.82746 2.56724 -3.41696 0.27 -1.59 -0.16 0.2277
C -2.91477 2.63225 -0.35303 -1.88 -0.82 0.35 -0.4083
C -4.46917 2.20857 -0.12069 -0.28 0.18 0.00 -0.9574
I -3.05744 4.74196 -1.00757 0.54 -0.23 1.51 0.2136
C -0.50172 -0.03005 -1.04593 -0.29 -1.89 -1.64 0.4173
F -0.97205 -0.85496 -2.09158 0.82 1.46 1.91 -0.2984
F 0.91388 -0.22204 -1.07342 -3.45 1.01 0.51 -0.2656
C -1.21142 -0.54980 0.28007 0.62 -2.67 2.38 0.7162
F -1.40955 0.39164 1.28295 0.15 -0.71 -2.14 -0.2230
F -2.42572 -1.23685 0.05986 1.95 1.98 -0.29 -0.2543
H 1.74448 3.08968 0.35164 -1.35 -0.69 0.20 0.3004
H 1.17953 1.43941 0.83701 -0.69 1.29 -0.27 0.2238
H 0.23495 2.92767 1.35704 0.36 -0.48 -1.06 0.2934
H 1.10277 3.67303 -2.00904 -0.39 0.63 0.31 0.3213
H -0.62134 1.34379 -2.50212 -0.24 0.10 0.54 0.3763
H -2.91804 0.64282 -1.51726 0.95 1.38 0.39 0.5578
H -2.44914 2.57729 0.67134 0.08 0.07 -1.40 0.4647
H -4.70289 1.17373 -0.51104 0.39 1.05 0.42 0.3117
H -5.15761 2.94093 -0.64038 0.83 -1.01 0.55 0.3563
H -4.75123 2.22075 0.97646 0.58 0.06 -1.26 0.3136
H -0.51635 -1.35436 0.73231 -0.87 1.38 -0.78 -0.0614
C 4.00217 -4.01384 0.13803 0.43 -0.09 0.20 -1.4713
C 3.02517 -3.72318 1.25692 0.57 -0.50 -0.77 0.4422
C 1.84071 -2.90314 0.82940 -0.46 -0.24 -0.40 -0.3871
O 1.49798 -2.20497 2.01670 -0.01 0.20 0.13 -0.3076
C 2.63855 -2.10026 2.75931 0.60 0.40 0.96 0.5695
O 2.75370 -1.40470 3.71898 -0.20 -0.30 -0.59 -0.5232
O 3.62310 -2.89076 2.25349 -0.71 0.36 0.18 -0.3344
H 4.53448 -3.10860 -0.16431 -0.21 0.03 0.00 0.3605
H 4.76047 -4.72335 0.47609 -0.10 0.02 -0.08 0.3801
H 3.49747 -4.43972 -0.73164 -0.04 0.00 0.10 0.3584
H 2.71007 -4.65665 1.73456 -0.08 0.12 0.02 0.2903
H 1.00919 -3.52650 0.49418 -0.03 0.09 0.14 0.4242
H 2.07296 -2.17112 0.04981 0.22 -0.12 -0.02 0.1971
```
Forces are in eV/Å.

---

ORCA calculation (ωB97M-V with the def2-TZVPD basis set) on 2 unconnected molecules or ions with the total composition C7H13I at a distorted geometry.

Summary:
ΔE to the lowest compared entry with this formula, charge and spin = 84.2 kcal/mol
LUMO level (spin up / spin down) = 0.357 / -0.012 eV
HOMO-LUMO gap (spin up / spin down) = 0.3070 / 0.2862 Eh

```
21
Properties=species:S:1:pos:R:3:forces:R:3:mulliken_charge:R:1
C -1.96789 -0.69529 -1.44212 1.82 -0.89 0.89 -1.0533
C -1.07177 -0.20032 -0.63433 -0.42 2.68 -0.37 -0.1683
C 0.07533 0.44045 1.47088 -0.80 -1.20 2.69 -1.4066
C 0.53846 -1.75862 0.28048 -1.54 -0.78 -2.14 -1.7789
C 1.38219 0.40744 -0.59557 -1.88 2.07 -0.24 -1.4143
C -1.68450 2.32702 -0.43308 0.37 -1.32 -0.85 -0.9423
C 0.20792 -0.25515 0.13717 0.46 -1.03 -1.06 2.2834
I -3.34113 2.38672 -1.72397 0.31 0.32 0.44 0.0223
H -1.99002 -1.62374 -1.96943 0.88 -1.18 0.15 0.2835
H -2.88296 -0.28247 -1.68770 -1.66 1.93 -0.26 0.1104
H 0.88110 -0.00702 2.27590 -2.14 1.04 -1.96 0.2927
H -1.05128 0.23517 1.81067 2.61 0.73 -0.07 0.3096
H 0.28975 1.52376 1.36296 -0.44 -0.65 0.20 0.3626
H 0.80742 -2.23625 -0.77731 -1.54 0.73 2.00 0.3392
H -0.21530 -2.28525 0.93678 0.77 0.24 -1.17 0.3342
H 1.47167 -1.85125 0.69141 2.35 -0.09 1.75 0.5674
H 2.26205 0.32549 -0.00771 0.67 0.59 1.21 0.4076
H 1.68758 -0.20246 -1.40873 -0.28 0.03 -1.61 0.4370
H 1.04671 1.53681 -0.81123 1.23 -2.59 0.05 0.2338
H -1.92789 2.26325 0.60783 -0.34 0.17 0.26 0.4139
H -0.93101 3.09121 -0.70676 -0.41 -0.80 0.09 0.3661
```
Forces are in eV/Å.

---

ORCA calculation (ωB97M-V with the def2-TZVPD basis set) on a molecular structure, C35H35AsCaOP at a distorted geometry.

Summary:
ΔE to the lowest compared entry with this formula, charge and spin = 0.0 kcal/mol
LUMO level = -2.633 eV
HOMO-LUMO gap = 0.2907 Eh
Net charge = +1

```
74
Properties=species:S:1:pos:R:3:forces:R:3:mulliken_charge:R:1
Ca 0.46104 0.08154 3.52334 -0.58 1.56 -0.69 1.8496
C 0.19243 1.17275 7.15512 1.50 -0.31 -0.61 -1.2841
C -0.56826 1.59280 5.97037 -0.59 -0.79 -1.86 0.8058
C -1.49667 0.66942 5.41570 -0.04 -0.57 0.27 -0.5239
C -2.12155 0.80695 4.17564 -0.09 0.80 0.96 -0.6836
C -1.86422 1.98784 3.48505 0.50 -0.18 0.18 -0.1321
C -1.00733 2.92740 4.00274 0.82 -1.02 1.79 -0.5714
C -0.29481 2.72690 5.23314 -1.49 0.81 -1.22 -0.6612
H 1.12186 1.77284 7.19145 -0.65 -0.14 0.71 0.3624
H 0.53040 0.14171 6.96107 -0.17 0.20 0.37 0.2275
H -0.43129 1.17285 8.02080 -0.03 0.20 0.90 0.3685
H -1.62970 -0.23408 6.00280 -0.26 -0.01 -0.16 0.2440
H -2.87996 0.13712 3.79882 0.18 -0.40 0.12 0.4323
H -2.26894 2.20457 2.53117 -0.70 -0.03 -0.76 0.5095
H -0.93631 3.81368 3.46052 0.54 1.49 -0.66 0.5221
H 0.28234 3.55041 5.63532 0.35 -0.21 -0.08 0.4921
C 2.40242 -2.66028 5.04402 -2.01 -2.84 -1.72 -1.2253
C 1.58399 -1.51489 4.56450 -1.20 -1.45 0.80 0.0193
O 0.30828 -1.66788 4.74596 1.87 0.12 -0.26 -0.7039
H 3.24153 -2.38566 5.60010 1.47 0.47 0.75 0.3510
H 2.76086 -3.22527 4.06333 -0.52 1.17 1.90 0.2242
H 1.73648 -3.41725 5.62031 1.16 1.22 -0.82 0.2663
C 0.34889 -1.53141 -0.47635 0.68 1.99 0.05 -1.2346
C 0.97311 -1.17642 -1.82969 -1.37 -0.02 -0.14 -0.7359
As 0.75227 -2.78368 -2.99261 -0.12 0.25 -0.51 0.2409
C 1.29295 -1.91065 -4.67148 -0.37 0.26 -0.80 0.1949
C 2.20717 -0.85880 -4.60962 0.88 -0.14 -0.56 -0.0543
C 2.56813 -0.23422 -5.81886 -0.13 1.20 0.08 -0.5549
C 1.92935 -0.55303 -7.00983 1.23 0.90 -0.25 -0.3776
C 1.07724 -1.61177 -7.09752 -1.03 0.19 0.26 -0.5430
C 0.72733 -2.25847 -5.94345 0.30 -1.52 2.02 -0.2699
C -1.17260 -2.46460 -3.14776 -1.92 -1.60 0.77 -0.0406
C -2.12190 -3.30797 -2.45832 0.16 0.99 -0.47 -0.4378
C -3.48182 -3.00287 -2.39249 0.91 1.53 -1.13 -0.7058
C -3.96823 -1.85186 -3.05642 -0.62 -1.11 0.98 -0.4096
C -3.09906 -1.08751 -3.75011 0.85 1.37 -1.25 -0.6392
C -1.74665 -1.42391 -3.82747 1.25 1.73 -0.91 0.1629
P 0.06068 -0.04362 0.62223 -0.28 0.15 -0.15 0.0875
C 1.63688 0.92631 0.78745 0.78 -0.52 -0.70 0.0535
C 1.60786 2.27609 1.12708 0.21 1.01 0.14 0.2472
C 2.81053 3.02023 1.38568 -1.36 -1.25 -0.19 -0.8093
C 4.02444 2.34268 1.41925 -0.46 0.46 0.27 -0.4789
C 4.05237 0.99237 1.08839 -0.23 0.38 -0.61 -0.8344
C 2.92517 0.31853 0.67781 -1.28 1.62 1.14 -0.7162
C -1.11374 0.95744 -0.35143 1.04 0.88 -0.76 0.7857
C -2.44970 0.71652 -0.14963 -1.12 -0.72 0.78 -0.3667
C -3.48619 1.21495 -0.96043 0.38 -0.24 0.26 -0.8083
C -3.07552 1.99736 -2.04493 -1.41 0.17 0.96 -0.4642
C -1.74243 2.33268 -2.20458 0.07 -0.30 -1.11 -0.7665
C -0.74435 1.82423 -1.39886 -0.09 -0.25 0.42 -0.2414
H 0.99469 -2.09131 0.15173 0.67 -1.14 0.34 0.6198
H -0.60860 -2.02940 -0.56304 -0.25 -0.08 0.03 0.4650
H 2.00071 -0.86828 -1.78837 0.47 -0.02 0.35 0.4136
H 0.39152 -0.33514 -2.26489 0.39 -0.59 -0.03 0.4044
H 2.74675 -0.58705 -3.67451 -0.64 -0.14 -0.86 0.1993
H 3.23871 0.64752 -5.86790 -0.28 -0.80 0.42 0.3243
H 2.12686 0.01997 -7.91578 0.16 -0.04 0.30 0.3430
H 0.55902 -1.77008 -8.02242 -0.05 -0.53 -0.32 0.3951
H 0.09530 -3.16106 -5.96830 0.02 0.67 -0.08 0.3322
H -1.80364 -4.20672 -1.98594 0.44 -0.55 0.44 0.4583
H -4.17636 -3.56538 -1.83786 -0.50 -0.97 0.56 0.4902
H -5.02209 -1.57869 -3.02202 0.19 -0.17 0.12 0.4320
H -3.40798 -0.15905 -4.26664 0.01 -0.75 0.28 0.4034
H -1.07798 -0.76604 -4.44357 -0.71 -0.54 0.64 0.2625
H 0.62709 2.79796 1.13373 0.78 -0.26 0.05 0.4352
H 2.69260 4.08401 1.54107 0.31 -0.01 0.17 0.4420
H 4.93756 2.84776 1.71581 -0.09 0.02 -0.18 0.4336
H 4.97973 0.47901 1.00781 0.70 -0.28 0.16 0.4775
H 3.04376 -0.66067 0.35508 -0.02 -1.75 -0.53 0.4292
H -2.63334 0.07413 0.71536 -0.58 0.05 -0.26 0.3734
H -4.55420 0.95830 -0.73157 1.24 0.38 -0.39 0.4168
H -3.84235 2.45273 -2.68289 0.44 -0.33 0.03 0.4047
H -1.51346 2.85028 -3.12839 0.33 0.42 0.29 0.3832
H 0.29093 2.09512 -1.57379 -0.02 -0.13 -0.04 0.4886
```
Forces are in eV/Å.

---

ORCA calculation (ωB97M-V with the def2-TZVPD basis set) on C11H15N3 in the gas phase at a distorted geometry.

Summary:
ΔE to the lowest compared entry with this formula, charge and spin = 65.7 kcal/mol
LUMO level = 0.823 eV
HOMO-LUMO gap = 0.3049 Eh
SMILES string = [H]/N=N/[C@H]1N(C)c2ccccc2C1(C)C

```
29
Properties=species:S:1:pos:R:3:forces:R:3:mulliken_charge:R:1
H -1.92236 -2.48780 -3.20447 1.54 1.01 0.16 0.2715
N -1.26438 -1.64111 -3.03640 -1.56 -1.20 -1.85 -0.8256
N -1.18646 -1.50466 -1.83453 -1.06 -0.54 0.91 0.1626
C -0.55207 -0.33178 -1.39786 2.74 1.51 2.68 -0.0366
N -1.35598 0.31200 -0.32510 0.17 -0.45 -1.65 0.2355
C -2.71579 0.72317 -0.60375 -0.78 -1.09 2.86 -1.1560
C -0.52467 0.80601 0.67375 -0.74 -0.05 -1.41 -0.1458
C -0.87846 1.71468 1.64326 1.21 0.78 1.54 -0.8619
C 0.03764 1.96814 2.65704 1.93 -0.63 -0.24 -0.3928
C 1.36128 1.35610 2.62497 -1.15 0.39 1.14 -0.8176
C 1.72386 0.54858 1.52764 -1.57 0.00 0.92 -0.3170
C 0.73987 0.26170 0.54635 0.98 1.55 1.51 0.4909
C 0.83382 -0.67624 -0.61032 0.01 1.67 -0.36 1.5659
C 2.13132 -0.34128 -1.39439 -1.33 -0.13 0.78 -1.7977
C 0.86131 -1.98343 0.12494 -4.17 0.04 -2.30 -1.9268
H -0.21145 0.42000 -2.12751 -0.70 -0.39 -0.59 0.3943
H -2.95444 1.48130 -1.34520 0.53 0.70 0.26 0.3058
H -3.25753 -0.14993 -0.93226 -0.12 -0.51 -0.38 0.4202
H -3.19137 0.85372 0.45521 0.62 0.56 -2.03 0.3439
H -1.71430 2.37275 1.74499 -1.01 -0.40 -0.73 0.4089
H -0.31527 2.69151 3.40647 0.72 -0.51 -0.05 0.3532
H 2.02727 1.38580 3.55594 -0.92 0.29 -1.67 0.2649
H 2.65706 0.00523 1.65510 0.01 0.13 -0.64 0.3392
H 2.92082 -0.62971 -0.72261 0.67 0.13 0.08 0.4248
H 2.23673 0.70598 -1.71429 -0.20 -0.39 0.24 0.3807
H 2.14357 -0.99631 -2.21779 0.39 -0.70 -1.39 0.4868
H 0.95567 -2.84980 -0.43918 0.51 -1.60 -1.57 0.4112
H -0.18284 -2.07002 0.49173 0.81 -0.11 0.75 0.4243
H 1.59713 -1.94460 0.79827 2.46 -0.05 3.00 0.5934
```
Forces are in eV/Å.